Entry 1:
ORCA calculation (the ωB97M-V functional and the def2-TZVPD basis) on 2 unconnected molecules or ions with the total composition H3N3O2 at a distorted geometry.

Element x y z (Å)
N: 1.6463 -0.5249 0.5544
H: -2.0342 -0.6572 -0.0648
N: 2.6152 -0.3534 0.0882
H: -0.7102 -0.1235 -0.5708
N: -1.5918 0.2667 0.0749
O: -1.5576 0.6664 1.1449
O: 3.5781 -0.0296 -0.4073
H: -1.9458 0.7554 -0.8195

Cartesian forces (eV/Å) of the 6 atoms listed first:
-3.816 -1.361 1.933
-1.106 -0.551 0.241
-0.956 0.421 0.361
0.434 1.018 1.950
0.308 -6.561 -13.989
0.995 5.049 10.430

Summary:
Multiplicity: 1
E_HOMO: -0.3288 Ha
LUMO level: 0.468 eV
SMILES: N#[N+][O-].[NH3+][O-]
Gap between HOMO and LUMO: 0.346 Eh
Net charge: 0

How positive or negative is each atom? The Mulliken charges in e answer that: number 1, N, carries -0.306; number 2, H, carries 0.228; number 3, N, carries 0.846; number 4, H, carries 0.196; number 5, N, carries -0.088; number 6, O, carries -0.601; number 7, O, carries -0.539; number 8, H, carries 0.263

Entry 2:
ORCA calculation (the ωB97M-V functional and the def2-TZVPD basis) on a molecular structure, C24H27MoNOSi at a distorted geometry.

Element x y z (Å)
C: -0.5486 -5.0154 -0.7460
H: -2.2548 0.0598 2.2703
C: -0.2978 1.1077 2.5094
N: -2.0756 0.9173 -1.0059
H: -3.7124 -1.8149 -2.0097
C: 1.1550 -2.7394 -0.5526
C: 1.5729 0.7127 -1.9277
H: -1.0410 4.1898 1.3407
H: 2.4190 0.3246 -2.5445
C: 3.0809 -0.4801 0.8192
C: -4.2298 0.2385 -2.6047
H: 2.8778 1.6099 0.3261
H: -5.0687 0.0083 -3.2457
H: 1.1105 -3.1609 1.5885
H: 1.7939 1.7408 -1.6181
C: 3.3154 0.8914 1.0349
H: -0.4924 -4.6624 -2.8699
H: 4.2416 2.3575 2.3278
H: 0.9302 -2.5498 -2.6812
C: -2.2212 3.2590 -1.5720
H: 1.1091 2.8168 2.4528
H: 3.7338 -2.4950 1.3011
C: -2.4676 -0.3880 -1.0853
H: -0.0127 0.0107 -0.8424
O: -3.2321 3.9073 -0.7692
C: -3.5089 -0.7477 -1.9291
H: -4.3125 2.3797 -2.9780
C: -2.6976 1.8551 -1.7319
H: 5.3846 0.6812 3.7305
H: -2.9705 4.8352 -0.6362
C: -1.6554 0.9660 2.1127
C: 4.1268 1.2964 2.1039
Mo: -0.3835 1.5348 0.2559
H: -1.1936 3.3106 -1.0893
C: -2.1052 2.2012 1.5778
H: -0.3388 -5.1820 1.4015
Si: 1.5988 -0.8975 -0.3226
H: 5.2351 -1.7462 3.1405
C: 0.1214 2.4436 2.2001
C: -0.9939 3.1367 1.6070
C: 0.7813 -3.4943 0.5896
C: 4.6688 -1.0140 2.5719
H: 0.8316 -1.0258 0.9003
H: -3.1525 2.3963 1.3406
H: 0.7432 0.7690 -2.6433
C: -0.1646 -4.2996 -1.8916
C: -3.8235 1.5567 -2.4803
H: -2.2181 3.7321 -2.5746
C: 4.7920 0.3416 2.8802
C: 0.6619 -3.1466 -1.7980
C: 3.8068 -1.4346 1.5487
H: 0.2674 0.3270 3.0256
C: -0.0687 -4.6082 0.5051
H: -1.9094 -1.1219 -0.4766
H: -1.2083 -5.8911 -0.8367

Cartesian forces (eV/Å) of the 6 atoms listed first:
0.283 0.363 -0.442
0.315 0.475 -0.349
-0.204 0.340 0.192
0.329 -0.825 0.000
-0.252 0.344 -0.092
-0.930 0.287 -0.883

Summary:
Multiplicity: 3
E_HOMO (alpha / beta): -0.5194 / -0.5187 Ha
LUMO level (alpha / beta): -8.666 / -8.177 eV
Gap between HOMO and LUMO (alpha / beta): 0.201 / 0.218 Eh
Net charge: +2

How positive or negative is each atom? The Mulliken charges in e answer that: number 1, C, carries -0.420; number 2, H, carries 0.463; number 3, C, carries -0.077; number 4, N, carries 0.447; number 5, H, carries 0.457; number 6, C, carries 0.571; number 7, C, carries -1.144; number 8, H, carries 0.613; number 9, H, carries 0.462; number 10, C, carries 0.432; number 11, C, carries -0.418; number 12, H, carries 0.360; number 13, H, carries 0.454; number 14, H, carries 0.418; number 15, H, carries 0.452; number 16, C, carries -0.478; number 17, H, carries 0.409; number 18, H, carries 0.451; number 19, H, carries 0.394; number 20, C, carries -0.718; number 21, H, carries 0.588; number 22, H, carries 0.445; number 23, C, carries -0.353; number 24, H, carries -0.012; number 25, O, carries -0.518; number 26, C, carries -0.803; number 27, H, carries 0.511; number 28, C, carries 0.762; number 29, H, carries 0.402; number 30, H, carries 0.350; number 31, C, carries -0.334; number 32, C, carries -0.618; number 33, Mo, carries -0.077; number 34, H, carries 0.092; number 35, C, carries -0.035; number 36, H, carries 0.420; number 37, Si, carries 0.748; number 38, H, carries 0.420; number 39, C, carries -0.903; number 40, C, carries -0.582; number 41, C, carries -0.193; number 42, C, carries -0.431; number 43, H, carries -0.160; number 44, H, carries 0.449; number 45, H, carries 0.335; number 46, C, carries -0.745; number 47, C, carries -0.682; number 48, H, carries 0.582; number 49, C, carries -0.600; number 50, C, carries -0.472; number 51, C, carries -0.351; number 52, H, carries 0.555; number 53, C, carries -0.787; number 54, H, carries 0.461; number 55, H, carries 0.411

Number 1: total energy -316.3185 a.u.. Number 2: total energy -1417.6190 a.u..